# 1
{
  "formula": "C30H35F16N3O4",
  "method": "the ωB97M-V functional and the def2-TZVPD basis",
  "symbols": ["C", "C", "C", "C", "N", "C", "C", "C", "C", "C", "C", "O", "C", "C", "C", "N", "C", "C", "N", "C", "C", "C", "C", "C", "O", "H", "H", "H", "H", "H", "H", "H", "H", "H", "H", "H", "H", "H", "H", "H", "H", "H", "H", "H", "H", "H", "H", "H", "H", "H", "H", "H", "F", "C", "F", "C", "F", "F", "C", "O", "C", "F", "F", "C", "F", "F", "H", "H", "H", "H", "F", "C", "F", "C", "F", "F", "C", "O", "C", "F", "F", "C", "F", "F", "H", "H", "H", "H"],
  "positions_angstrom": [[1.0657, 6.1695, 1.8521], [2.0763, 5.6714, 0.9777], [1.7081, 4.3411, 0.1453], [0.5177, 4.3283, -0.8959], [-0.2187, 5.6231, -1.0070], [0.1469, 3.0666, -1.7626], [-1.0417, 3.2827, -2.7866], [-1.9332, 2.0333, -3.1818], [-2.4865, 1.1358, -1.9809], [-3.7389, 1.8117, -1.1786], [-3.4796, 1.4430, 0.3823], [-4.3785, 2.1311, 1.2842], [-3.7575, 3.3214, 1.8413], [-4.0047, 4.5672, 0.8381], [1.0104, 1.7695, -1.5546], [0.6796, 0.6283, -2.3646], [1.4745, -0.5129, -2.0938], [2.6014, -0.4956, -1.0296], [3.0247, 0.5970, -0.2248], [2.1757, 1.7192, -0.5337], [2.5142, 3.0362, 0.2851], [3.7504, 3.0342, 1.3078], [4.9966, 3.7996, 0.3830], [4.7627, 3.7177, -1.2789], [5.8498, 2.8743, -0.4558], [0.4850, 5.4115, 2.5002], [0.7541, 7.2670, 1.9087], [3.1065, 6.1685, 0.8348], [0.0328, 6.1211, -1.8689], [-1.2301, 5.4867, -0.8988], [-1.7454, 4.0759, -2.3193], [-0.6014, 3.8009, -3.7249], [-2.8039, 2.3933, -3.8527], [-1.3038, 1.3312, -3.8511], [-2.8320, 0.1352, -2.4516], [-1.6332, 0.8649, -1.2741], [-4.7073, 1.2987, -1.5461], [-3.7355, 2.9341, -1.3825], [-3.5845, 0.2897, 0.4325], [-2.3606, 1.6394, 0.6143], [-4.2464, 3.5023, 2.8740], [-2.6364, 3.2091, 2.0465], [-4.3391, 5.4552, 1.4784], [-3.0363, 4.7528, 0.2571], [-4.8119, 4.2281, 0.0867], [1.2705, -1.4684, -2.6736], [3.1657, -1.4883, -0.8726], [3.6009, 3.7187, 2.2088], [4.1442, 1.9963, 1.5585], [5.4776, 4.8074, 0.8239], [4.4026, 2.7356, -1.7318], [5.2137, 4.5315, -1.9365], [-4.4624, -4.6645, 2.2697], [-3.6721, -3.5764, 2.3311], [-2.5554, -3.9571, 3.0034], [-4.3406, -2.3972, 3.0402], [-4.5905, -2.6836, 4.3410], [-3.4465, -1.3649, 3.0532], [-5.6342, -1.8670, 2.3844], [-6.8758, -2.3302, 2.9351], [-7.3644, -3.5742, 2.4766], [-6.6571, -3.9673, 1.3998], [-8.6198, -3.3373, 2.0291], [-7.4149, -4.6355, 3.5822], [-6.1994, -4.8487, 4.1297], [-7.8344, -5.8260, 3.0883], [-3.3733, -3.3070, 1.3146], [-5.6515, -0.7878, 2.5723], [-5.6144, -1.9510, 1.2946], [-8.0945, -4.3313, 4.3821], [6.3175, -6.7502, -2.3762], [7.2826, -6.6576, -1.4418], [7.5253, -7.9252, -1.0212], [6.8794, -5.7757, -0.2587], [5.8319, -6.3096, 0.4149], [7.9236, -5.7674, 0.6218], [6.5629, -4.3016, -0.5898], [5.1811, -3.9469, -0.7474], [4.5963, -4.1642, -2.0148], [5.5600, -4.4444, -2.9116], [4.0757, -2.9706, -2.3912], [3.4800, -5.2152, -1.9830], [3.9239, -6.4052, -1.5279], [2.9875, -5.4320, -3.2270], [8.1928, -6.2851, -1.9190], [6.8830, -3.7226, 0.2830], [7.1759, -3.9189, -1.4099], [2.6607, -4.8927, -1.3353]],
  "smiles": "C=Cc1c(N)c(CCCCCOCC)c2nccnc2c1C[C@@H]1CO1.FC(F)C(F)(F)COC(F)(F)C(F)F.FC(F)C(F)(F)COC(F)(F)C(F)F",
  "total_charge": 0,
  "total_energy_ev": -87804.649
}

# 2
{
  "formula": "C30H35IrNOS",
  "method": "the ωB97M-V functional and the def2-TZVPD basis",
  "symbols": ["Ir", "C", "C", "C", "C", "C", "C", "C", "C", "C", "H", "H", "H", "H", "H", "H", "H", "H", "H", "H", "H", "H", "S", "C", "C", "C", "C", "C", "C", "C", "C", "C", "N", "H", "H", "H", "H", "H", "H", "C", "C", "C", "C", "C", "C", "C", "C", "C", "C", "C", "C", "O", "H", "H", "H", "H", "H", "H", "H", "H", "H", "H", "H", "H", "H", "H", "H", "H", "H"],
  "positions_angstrom": [[0.0611, -0.5992, 0.0935], [-3.3941, -1.1918, 0.4420], [-2.4697, -0.4435, 1.3490], [-1.6541, 0.6165, 0.8435], [-0.9172, 1.4561, 1.7404], [-0.2954, 2.7331, 1.2499], [-0.9068, 1.1305, 3.0808], [-1.6441, 0.0495, 3.5775], [-1.6410, -0.2412, 5.0437], [-2.4065, -0.7263, 2.7018], [-4.4174, -0.8456, 0.6048], [-3.3761, -2.2611, 0.6519], [-3.1466, -1.0330, -0.6067], [-1.9379, 1.0331, -0.1201], [-1.0721, 3.5000, 1.1997], [0.1314, 2.6340, 0.2506], [0.4781, 3.0908, 1.9267], [-0.3568, 1.7574, 3.7737], [-2.2037, -1.1405, 5.2810], [-2.0862, 0.5951, 5.5867], [-0.6207, -0.3519, 5.4133], [-2.9960, -1.5435, 3.1006], [-0.6763, -4.8564, -0.8120], [-1.0538, -3.9676, -2.2263], [-0.8503, -2.6320, -2.0938], [-0.3463, -2.3033, -0.8020], [-0.2313, -3.4273, -0.0005], [0.2166, -3.2329, 1.3540], [0.4651, -4.2180, 2.2920], [0.9798, -3.8602, 3.5293], [1.2412, -2.5237, 3.7867], [0.9398, -1.5853, 2.8221], [0.4110, -1.9201, 1.6367], [-1.4043, -4.4910, -3.1019], [-1.0295, -1.9253, -2.8894], [0.2751, -5.2523, 2.0410], [1.1925, -4.6129, 4.2759], [1.6756, -2.2078, 4.7238], [1.1260, -0.5332, 2.9854], [-1.7575, 3.0190, -2.2951], [-1.0941, 2.1627, -3.3791], [-1.7515, 0.7788, -3.4776], [0.4032, 2.1402, -3.1850], [1.1878, 2.9195, -4.0053], [2.5685, 2.9821, -3.8509], [3.2026, 2.2480, -2.8458], [2.4985, 1.4322, -1.9937], [3.2569, 0.7010, -0.9125], [3.1757, -0.8227, -1.0175], [2.9719, 1.2565, 0.4839], [1.0651, 1.3554, -2.1625], [0.3320, 0.5714, -1.4399], [-2.8351, 3.0520, -2.4540], [-1.3809, 4.0413, -2.3079], [-1.5635, 2.5948, -1.3101], [-1.2570, 2.6661, -4.3336], [-1.8122, 0.3095, -2.4970], [-1.2057, 0.1176, -4.1522], [-2.7612, 0.8794, -3.8736], [0.7102, 3.4955, -4.7868], [3.1556, 3.6070, -4.5104], [4.2761, 2.3184, -2.7318], [4.3063, 0.9481, -1.0886], [2.1592, -1.2256, -0.9155], [3.7871, -1.2838, -0.2417], [3.5494, -1.1528, -1.9865], [1.9872, 1.0039, 0.8880], [3.0541, 2.3441, 0.4914], [3.7122, 0.8711, 1.1861]],
  "total_charge": 2,
  "total_energy_ev": -48873.250,
  "multiplicity": 2
}

# 3
{
  "formula": "C30H35NO19",
  "method": "the ωB97M-V functional and the def2-TZVPD basis",
  "symbols": ["O", "N", "O", "C", "C", "C", "C", "C", "C", "C", "O", "C", "C", "C", "O", "H", "H", "H", "H", "H", "C", "C", "C", "O", "C", "O", "O", "H", "H", "H", "H", "H", "H", "C", "C", "C", "O", "C", "O", "O", "H", "H", "H", "H", "H", "H", "C", "C", "C", "O", "C", "O", "O", "H", "H", "H", "H", "H", "H", "C", "C", "C", "O", "C", "O", "O", "H", "H", "H", "H", "H", "H", "C", "C", "C", "O", "C", "O", "O", "H", "H", "H", "H", "H", "H"],
  "positions_angstrom": [[-0.5020, 3.2932, 2.5997], [-0.6775, 2.2917, 1.9226], [0.0839, 2.3160, 0.7963], [1.4086, 1.7672, 1.1583], [1.5428, 0.1040, 1.2701], [2.9885, -0.6051, 1.6704], [4.2968, 0.3853, 1.9927], [4.1216, 2.0365, 1.8689], [2.6809, 2.7638, 1.4342], [2.6664, 4.4108, 1.3061], [1.6151, 5.2014, 1.5406], [4.1293, 5.1006, 0.8807], [5.4526, 4.4818, 1.2935], [5.3980, 3.0750, 2.1662], [6.2673, 2.7190, 3.1161], [0.6022, -0.5809, 1.0579], [3.0679, -1.7823, 1.7091], [5.3390, -0.0962, 2.2815], [4.1168, 6.1018, 0.2477], [6.4939, 4.9953, 1.0159], [-0.8090, -4.3448, 0.2562], [0.5023, -5.0451, 0.5652], [0.3990, -6.1255, 1.5999], [1.7197, -6.1819, 2.1101], [2.2432, -4.9294, 1.9526], [3.2898, -4.5491, 2.4493], [1.4333, -4.1563, 1.1660], [-1.0987, -4.5358, -0.7829], [-1.6302, -4.7147, 0.8789], [-0.7363, -3.2609, 0.3926], [0.9583, -5.4165, -0.3612], [0.1059, -7.0885, 1.1724], [-0.2767, -5.8782, 2.4263], [-2.4315, 4.0538, -0.2790], [-3.3432, 3.9250, -1.4864], [-4.8072, 3.9560, -1.1634], [-5.3728, 3.2588, -2.2596], [-4.4142, 2.3862, -2.6922], [-4.6067, 1.4883, -3.4942], [-3.2089, 2.6516, -2.1013], [-1.8533, 4.9820, -0.3449], [-2.9946, 4.1064, 0.6586], [-1.7251, 3.2203, -0.2087], [-3.0804, 4.6791, -2.2389], [-5.2019, 4.9742, -1.1048], [-5.0654, 3.4168, -0.2451], [5.7775, -8.7608, 2.4234], [4.8658, -8.8896, 1.2161], [3.4018, -8.8585, 1.5390], [2.8361, -9.5558, 0.4428], [3.7948, -10.4284, 0.0102], [3.6023, -11.3263, -0.7918], [5.0000, -10.1630, 0.6011], [6.3556, -7.8326, 2.3576], [5.2143, -8.7082, 3.3610], [6.4839, -9.5943, 2.4937], [5.1286, -8.1355, 0.4636], [3.0071, -7.8404, 1.5976], [3.1436, -9.3978, 2.4573], [-10.3053, 4.0823, -0.8131], [-8.9939, 3.3820, -0.5041], [-9.0973, 2.3016, 0.5306], [-7.7766, 2.2452, 1.0408], [-7.2531, 3.4977, 0.8833], [-6.2065, 3.8780, 1.3800], [-8.0630, 4.2708, 0.0967], [-10.5950, 3.8913, -1.8522], [-11.1265, 3.7124, -0.1904], [-10.2326, 5.1662, -0.6767], [-8.5380, 3.0106, -1.4305], [-9.3904, 1.3386, 0.1031], [-9.7730, 2.5489, 1.3570], [1.6324, 3.9504, -4.4216], [2.7891, 4.0517, -3.4431], [4.1211, 3.6708, -4.0169], [4.8469, 3.2834, -2.8632], [3.9225, 2.8242, -1.9674], [4.1923, 2.2299, -0.9376], [2.6519, 3.1164, -2.3828], [1.2086, 4.9442, -4.6031], [1.9502, 3.5671, -5.3968], [0.8320, 3.3059, -4.0439], [2.8152, 5.0522, -2.9932], [4.6133, 4.5056, -4.5237], [4.0766, 2.8129, -4.6970]],
  "smiles": "O=NOc1cccc2c1C(=O)C=CC2=O.C[C@@H]1COC(=O)O1.C[C@@H]1COC(=O)O1.C[C@@H]1COC(=O)O1.C[C@@H]1COC(=O)O1.C[C@@H]1COC(=O)O1",
  "total_charge": 0,
  "total_energy_ev": -72054.327
}

> What is the formula in the first record?

C30H35F16N3O4

Copy entry 2 word for word.
{
  "formula": "C30H35IrNOS",
  "method": "the ωB97M-V functional and the def2-TZVPD basis",
  "symbols": ["Ir", "C", "C", "C", "C", "C", "C", "C", "C", "C", "H", "H", "H", "H", "H", "H", "H", "H", "H", "H", "H", "H", "S", "C", "C", "C", "C", "C", "C", "C", "C", "C", "N", "H", "H", "H", "H", "H", "H", "C", "C", "C", "C", "C", "C", "C", "C", "C", "C", "C", "C", "O", "H", "H", "H", "H", "H", "H", "H", "H", "H", "H", "H", "H", "H", "H", "H", "H", "H"],
  "positions_angstrom": [[0.0611, -0.5992, 0.0935], [-3.3941, -1.1918, 0.4420], [-2.4697, -0.4435, 1.3490], [-1.6541, 0.6165, 0.8435], [-0.9172, 1.4561, 1.7404], [-0.2954, 2.7331, 1.2499], [-0.9068, 1.1305, 3.0808], [-1.6441, 0.0495, 3.5775], [-1.6410, -0.2412, 5.0437], [-2.4065, -0.7263, 2.7018], [-4.4174, -0.8456, 0.6048], [-3.3761, -2.2611, 0.6519], [-3.1466, -1.0330, -0.6067], [-1.9379, 1.0331, -0.1201], [-1.0721, 3.5000, 1.1997], [0.1314, 2.6340, 0.2506], [0.4781, 3.0908, 1.9267], [-0.3568, 1.7574, 3.7737], [-2.2037, -1.1405, 5.2810], [-2.0862, 0.5951, 5.5867], [-0.6207, -0.3519, 5.4133], [-2.9960, -1.5435, 3.1006], [-0.6763, -4.8564, -0.8120], [-1.0538, -3.9676, -2.2263], [-0.8503, -2.6320, -2.0938], [-0.3463, -2.3033, -0.8020], [-0.2313, -3.4273, -0.0005], [0.2166, -3.2329, 1.3540], [0.4651, -4.2180, 2.2920], [0.9798, -3.8602, 3.5293], [1.2412, -2.5237, 3.7867], [0.9398, -1.5853, 2.8221], [0.4110, -1.9201, 1.6367], [-1.4043, -4.4910, -3.1019], [-1.0295, -1.9253, -2.8894], [0.2751, -5.2523, 2.0410], [1.1925, -4.6129, 4.2759], [1.6756, -2.2078, 4.7238], [1.1260, -0.5332, 2.9854], [-1.7575, 3.0190, -2.2951], [-1.0941, 2.1627, -3.3791], [-1.7515, 0.7788, -3.4776], [0.4032, 2.1402, -3.1850], [1.1878, 2.9195, -4.0053], [2.5685, 2.9821, -3.8509], [3.2026, 2.2480, -2.8458], [2.4985, 1.4322, -1.9937], [3.2569, 0.7010, -0.9125], [3.1757, -0.8227, -1.0175], [2.9719, 1.2565, 0.4839], [1.0651, 1.3554, -2.1625], [0.3320, 0.5714, -1.4399], [-2.8351, 3.0520, -2.4540], [-1.3809, 4.0413, -2.3079], [-1.5635, 2.5948, -1.3101], [-1.2570, 2.6661, -4.3336], [-1.8122, 0.3095, -2.4970], [-1.2057, 0.1176, -4.1522], [-2.7612, 0.8794, -3.8736], [0.7102, 3.4955, -4.7868], [3.1556, 3.6070, -4.5104], [4.2761, 2.3184, -2.7318], [4.3063, 0.9481, -1.0886], [2.1592, -1.2256, -0.9155], [3.7871, -1.2838, -0.2417], [3.5494, -1.1528, -1.9865], [1.9872, 1.0039, 0.8880], [3.0541, 2.3441, 0.4914], [3.7122, 0.8711, 1.1861]],
  "total_charge": 2,
  "total_energy_ev": -48873.250,
  "multiplicity": 2
}